Entry P
Here is an isolated molecule of C2H8N4 from OMol25. Energies are from ωB97M-V/def2-TZVPD.

Structure (SMILES): CN/N=C\NN
HOMO-LUMO gap (eV): 9.05

Structure (ORCA input):
```
! wB97M-V def2-TZVPD RIJCOSX def2/J DEFGRID3
* xyz 0 1
C -2.215 -0.004 0.008
N -0.871 0.214 -0.122
N -0.174 -0.901 0.239
C 1.144 -1.095 0.009
N 1.951 -0.176 -0.346
N 1.625 1.101 0.184
H -2.624 1.208 0.067
H -2.662 -0.423 -1.070
H -2.234 -0.378 1.077
H -0.723 0.332 -1.123
H 1.777 -2.035 0.518
H 2.902 -0.184 -0.576
H 1.555 1.012 1.243
H 0.549 1.330 -0.109
*
```

***

Entry Q
Here is C2H8N4 as an isolated structure from OMol25. Energies are from ωB97M-V/def2-TZVPD.

HOMO-LUMO gap (eV): 8.87

Structure (ORCA input):
```
! wB97M-V def2-TZVPD RIJCOSX def2/J DEFGRID3
* xyz 0 1
N 0.776 -0.644 -0.059
C -0.551 -0.079 0.151
N 1.363 -0.218 -1.184
N 1.000 0.308 1.307
N -1.336 -0.947 0.895
C -1.061 0.921 -0.638
H 1.758 -0.944 -1.764
H 0.900 0.589 -1.644
H 1.458 1.166 1.004
H 1.659 -0.293 1.793
H -2.326 -0.782 0.842
H -1.043 -1.911 0.878
H -2.130 1.050 -0.682
H -0.466 1.785 -0.898
*
```

***

Top of the stability list: entry Q, leading by 136.5 kJ/mol.

***

Entry P
Here is an isolated molecule of H3N3O2 from OMol25. Energies are from ωB97M-V/def2-TZVPD.

Structure (SMILES): NN[N+](=O)[O-]
HOMO-LUMO gap (eV): 11.30

Structure (ORCA input):
```
! wB97M-V def2-TZVPD RIJCOSX def2/J DEFGRID3
* xyz 0 1
N -1.284 0.171 0.183
N -0.147 -0.535 -0.211
N 1.068 -0.020 -0.132
O 1.212 1.248 -0.250
O 1.971 -0.795 -0.035
H -1.238 0.517 1.178
H -1.440 0.937 -0.571
H -0.142 -1.522 -0.162
*
```

***

Entry Q
Here is an isolated molecule of H3N3O2 from OMol25. Energies are from ωB97M-V/def2-TZVPD.

Structure (SMILES): N/[N+]([O-])=N/O
HOMO-LUMO gap (eV): 10.77

Structure (ORCA input):
```
! wB97M-V def2-TZVPD RIJCOSX def2/J DEFGRID3
* xyz 0 1
N -0.079 -0.188 1.432
N 0.077 -0.192 0.050
O 0.596 -1.106 -0.534
N -0.196 0.887 -0.473
O -0.036 0.665 -2.078
H -0.618 0.667 1.720
H -0.549 -1.047 1.919
H 0.803 0.313 -2.036
*
```

***

Entry R
Here is an isolated molecule of H3N3O2 from OMol25. Energies are from ωB97M-V/def2-TZVPD.

Structure (SMILES): NN[N+](=O)[O-]
HOMO-LUMO gap (eV): 10.41

Structure (ORCA input):
```
! wB97M-V def2-TZVPD RIJCOSX def2/J DEFGRID3
* xyz 0 1
N 0.639 0.191 -0.004
N -0.604 -0.494 -0.155
N -1.932 0.064 -0.012
O -1.982 1.283 0.049
O -2.856 -0.717 0.042
H 0.989 0.364 -0.993
H 0.308 1.177 0.402
H -0.473 -1.549 -0.453
*
```

***

Top of the stability list: entry P, leading by 50.2 kJ/mol.

***

Entry P
Here is an isolated molecule of C4H8O2S2 from OMol25. Energies are from ωB97M-V/def2-TZVPD.

HOMO-LUMO gap (alpha / beta) (eV): 8.56 / 8.56

Structure (ORCA input):
```
! wB97M-V def2-TZVPD RIJCOSX def2/J DEFGRID3
* xyz 0 1
C 1.946 1.052 -0.857
C -0.362 0.675 0.741
C 0.766 -1.197 -0.153
C -1.658 0.539 -0.024
O 0.706 -2.324 0.518
O -2.293 -0.778 -0.011
S 0.767 1.931 0.379
S 2.375 -0.470 -0.150
H 1.299 0.890 -1.694
H 2.759 1.771 -1.053
H -0.527 0.331 1.816
H 0.274 -1.256 -1.098
H -1.359 0.625 -1.119
H -2.431 1.200 0.366
H 0.445 -2.073 1.467
H -2.708 -0.916 0.871
*
```

***

Entry Q
Here is an isolated molecule of C4H8O2S2 from OMol25. Energies are from ωB97M-V/def2-TZVPD.

HOMO-LUMO gap (alpha / beta) (eV): 5.56 / 5.63

Structure (ORCA input):
```
! wB97M-V def2-TZVPD RIJCOSX def2/J DEFGRID3
* xyz 0 1
C -1.437 1.375 -0.471
C -0.240 1.577 0.410
C 0.695 -0.977 0.642
C 0.537 -2.267 -0.157
O 1.144 0.405 -1.469
O 2.188 1.051 0.725
S -2.309 -0.207 -0.048
S 1.114 0.522 -0.050
H -2.194 2.223 -0.536
H -1.062 1.105 -1.423
H 0.137 2.600 0.489
H -0.404 1.239 1.401
H 0.243 -0.814 1.565
H 1.502 -2.612 -0.403
H 0.014 -2.160 -1.079
H 0.072 -3.060 0.404
*
```

***

Top of the stability list: entry P, leading by 139.4 kJ/mol.

***

Entry P
Here is a 2-piece molecular cluster, C2H5BrOS overall from OMol25. Energies are from ωB97M-V/def2-TZVPD.

HOMO-LUMO gap (alpha / beta) (eV): 7.31 / 7.32

Structure (ORCA input):
```
! wB97M-V def2-TZVPD RIJCOSX def2/J DEFGRID3
* xyz 0 1
C 0.576 -0.715 0.255
C -2.004 0.066 -0.086
O -1.471 2.296 0.774
S -1.093 -0.915 0.951
Br -3.821 0.176 0.155
H 0.568 0.074 -0.487
H 0.884 -1.658 -0.188
H 1.249 -0.456 1.067
H -1.612 0.432 -1.019
H -0.537 2.253 0.980
*
```

***

Entry Q
Here is a 2-piece molecular cluster, C2H5BrOS overall from OMol25. Energies are from ωB97M-V/def2-TZVPD.

HOMO-LUMO gap (eV): 9.38

Structure (ORCA input):
```
! wB97M-V def2-TZVPD RIJCOSX def2/J DEFGRID3
* xyz 0 1
C -0.165 0.026 1.269
C -0.992 -0.032 -1.356
O -0.213 1.106 -1.468
S -1.660 -0.288 0.260
Br -2.390 -0.336 -2.753
H 0.557 -0.385 0.729
H -0.396 -0.368 2.156
H -0.127 1.024 1.358
H -0.062 -1.261 -1.626
H 0.417 1.127 -2.151
*
```

***

Top of the stability list: entry Q, leading by 93.9 kJ/mol.

***

Entry P
Here is an isolated ion of composition C5H10NS and charge +1 from OMol25. Energies are from ωB97M-V/def2-TZVPD.

Structure (SMILES): C=C[C@H](S)[NH+]1CC1
HOMO-LUMO gap (eV): 10.84

Structure (ORCA input):
```
! wB97M-V def2-TZVPD RIJCOSX def2/J DEFGRID3
* xyz 1 1
C 1.797 2.064 -0.516
C 1.141 0.919 -0.621
C 0.602 0.114 0.548
S 1.415 -1.510 0.626
N -0.890 -0.039 0.388
C -1.515 -0.692 -0.859
C -1.629 -1.306 0.461
H 2.237 2.504 -1.355
H 2.052 2.521 0.449
H 1.167 0.539 -1.734
H 0.774 0.596 1.457
H 0.936 -1.761 1.909
H -1.296 0.785 0.767
H -0.800 -0.965 -1.623
H -2.290 -0.149 -1.329
H -2.763 -1.522 0.729
H -0.938 -2.097 0.703
*
```

***

Entry Q
Here is a 2-piece molecular cluster, C5H10NS overall from OMol25. Energies are from ωB97M-V/def2-TZVPD.

HOMO-LUMO gap (eV): 7.77

Structure (ORCA input):
```
! wB97M-V def2-TZVPD RIJCOSX def2/J DEFGRID3
* xyz 1 1
C 0.170 -0.937 -1.624
C -0.132 -1.744 -0.261
C 1.042 1.946 1.131
C 0.030 0.887 1.265
C -0.876 -0.632 -0.737
N -2.059 -0.049 -0.787
S 1.610 0.512 2.065
H 1.182 -0.625 -1.734
H -0.025 -1.537 -2.455
H -0.534 -2.715 -0.511
H 0.677 -1.692 0.431
H 1.608 2.201 0.286
H 1.039 2.855 1.746
H -0.926 1.227 1.760
H -2.094 0.713 -1.424
H 2.024 -0.063 0.918
H -2.736 -0.344 -0.069
*
```

***

Top of the stability list: entry P, leading by 283.9 kJ/mol.

***

Entry P
Here is an isolated molecule of C2H2F2O from OMol25. Energies are from ωB97M-V/def2-TZVPD.

Structure (SMILES): O=CC(F)F
HOMO-LUMO gap (eV): 11.09

Structure (ORCA input):
```
! wB97M-V def2-TZVPD RIJCOSX def2/J DEFGRID3
* xyz 0 1
O 1.773 0.339 -0.371
C 0.806 -0.321 -0.139
C -0.587 0.259 0.156
F -0.707 1.482 -0.324
F -1.482 -0.561 -0.468
H 0.874 -1.392 -0.092
H -0.677 0.195 1.237
*
```

***

Entry Q
Here is a 2-piece molecular cluster, C2H2F2O overall from OMol25. Energies are from ωB97M-V/def2-TZVPD.

HOMO-LUMO gap (alpha / beta) (eV): 10.66 / 10.66

Structure (ORCA input):
```
! wB97M-V def2-TZVPD RIJCOSX def2/J DEFGRID3
* xyz 0 1
C -0.147 0.845 -0.237
C 0.295 -0.514 -0.073
O -0.802 -0.357 -0.805
F 1.232 -1.384 -0.290
F -0.229 -1.279 1.827
H -0.738 1.273 0.634
H 0.389 1.415 -1.057
*
```

***

Top of the stability list: entry P, leading by 335.7 kJ/mol.

***

Entry P
Here is C7H12N3O as an isolated structure from OMol25. Energies are from ωB97M-V/def2-TZVPD.

HOMO-LUMO gap (alpha / beta) (eV): 7.18 / 7.18

Structure (ORCA input):
```
! wB97M-V def2-TZVPD RIJCOSX def2/J DEFGRID3
* xyz 1 1
C -1.245 -2.808 -1.490
C -0.529 -2.037 -2.338
C -1.434 -2.072 -0.211
C -0.808 -0.868 -0.424
C 2.437 2.608 -0.078
C 1.621 1.402 0.403
C 0.148 1.728 0.542
N -1.316 0.308 1.709
N -2.073 -2.475 0.891
N -0.662 0.590 0.705
O -0.174 -0.869 -1.673
H -1.560 -3.810 -1.675
H -0.058 -2.224 -3.228
H 2.250 3.369 0.598
H 3.455 2.334 -0.120
H 2.286 2.717 -1.132
H 1.869 1.272 1.602
H 1.750 0.541 -0.198
H 0.094 2.397 1.432
H -0.291 2.287 -0.426
H -1.212 1.079 2.405
H -2.467 -3.404 0.889
H -2.082 -2.063 1.816
*
```

***

Entry Q
Here is a 2-piece molecular cluster, C7H12N3O overall from OMol25. Energies are from ωB97M-V/def2-TZVPD.

HOMO-LUMO gap (eV): 7.81

Structure (ORCA input):
```
! wB97M-V def2-TZVPD RIJCOSX def2/J DEFGRID3
* xyz 1 1
C -1.966 -0.896 -0.725
C -2.008 -0.463 0.530
C -0.466 -1.365 -1.113
C -0.639 -0.497 1.255
C 0.344 0.389 0.095
C 0.103 -2.362 -0.013
C 0.029 -1.800 1.314
N 0.381 -0.221 -0.997
N 0.938 1.490 0.453
N 1.463 3.292 -1.339
O 0.878 -2.306 2.178
H -2.910 -0.967 -1.412
H -3.006 -0.083 0.986
H -0.372 -1.799 -2.100
H -0.701 0.061 2.192
H -0.441 -3.342 -0.165
H 1.126 -2.504 -0.248
H 0.813 2.075 1.233
H 1.037 2.138 -0.404
H 0.588 3.560 -1.669
H 1.818 4.027 -0.881
H 1.956 3.348 -2.201
H 1.036 -1.773 3.031
*
```

***

Top of the stability list: entry Q, leading by 222.4 kJ/mol.

***

Entry P
Here is CH5BOS as an isolated structure from OMol25. Energies are from ωB97M-V/def2-TZVPD.

HOMO-LUMO gap (eV): 9.26

Structure (ORCA input):
```
! wB97M-V def2-TZVPD RIJCOSX def2/J DEFGRID3
* xyz 0 1
B 0.903 0.288 0.164
C -0.463 -0.599 -0.197
O 1.949 -0.257 0.742
S -1.994 0.073 0.512
H 0.803 1.540 -0.062
H -0.349 -1.706 -0.007
H -0.947 -0.429 -1.542
H 2.672 0.339 0.829
H -2.573 0.752 -0.438
*
```

***

Entry Q
Here is an isolated molecule of CH5BOS from OMol25. Energies are from ωB97M-V/def2-TZVPD.

HOMO-LUMO gap (eV): 8.67

Structure (ORCA input):
```
! wB97M-V def2-TZVPD RIJCOSX def2/J DEFGRID3
* xyz 0 1
B 0.015 0.515 0.080
C 1.183 -0.567 0.090
O -1.336 -0.324 0.339
S 1.093 -2.004 0.898
H 0.463 1.336 0.920
H 2.174 -0.406 -0.266
H 0.140 1.125 -0.912
H -1.182 -0.962 -0.366
H -1.042 -0.950 1.164
*
```

***

Top of the stability list: entry P, leading by 93.1 kJ/mol.